1.
Molecular formula: C15H32O6S
Method: DFT, ωB97M-V/def2-TZVPD

```
54
Properties=species:S:1:pos:R:3
C 0.816 0.267 3.999
C 0.885 0.756 5.466
O -0.321 0.310 6.172
S -0.970 1.203 7.481
C -0.004 0.691 8.945
O -0.645 2.600 7.328
O -2.386 0.764 7.653
H 0.701 -0.816 4.039
H 1.625 0.601 3.349
H -0.108 0.621 3.542
H 1.803 0.274 5.800
H 0.895 1.846 5.444
H 0.431 -0.294 8.776
H -0.625 0.659 9.841
H 0.773 1.434 9.122
C -6.606 4.631 -3.245
C -8.049 4.624 -3.741
C -8.418 3.200 -3.428
O -7.279 2.450 -3.770
C -6.111 3.242 -3.662
H -6.683 4.873 -2.185
H -6.000 5.385 -3.746
H -8.133 4.881 -4.797
H -8.542 5.380 -3.130
H -9.268 2.768 -3.957
H -8.711 3.102 -2.383
H -5.768 3.276 -4.696
H -5.317 2.840 -3.032
C 7.126 0.312 -0.927
C 7.401 -1.097 -1.406
C 7.588 -1.934 -0.142
O 7.518 -1.045 0.908
C 7.677 0.330 0.491
H 6.064 0.560 -0.941
H 7.552 1.158 -1.466
H 8.273 -1.124 -2.059
H 6.560 -1.500 -1.971
H 8.573 -2.398 -0.079
H 6.833 -2.718 -0.088
H 8.683 0.733 0.613
H 7.044 0.984 1.090
C -0.961 -3.248 -3.567
C 0.551 -3.488 -3.436
C 0.601 -5.034 -3.615
O -0.713 -5.421 -3.905
C -1.640 -4.600 -3.305
H -1.324 -2.991 -4.563
H -1.324 -2.519 -2.843
H 0.914 -3.107 -2.481
H 1.092 -3.055 -4.277
H 1.045 -5.551 -2.763
H 1.258 -5.259 -4.456
H -1.738 -4.896 -2.260
H -2.637 -4.657 -3.741
```

maximum force	4.06	eV Å⁻¹
ΔE to the lowest compared entry with this formula, charge and spin	0.0	kJ/mol
total charge	0
total energy	-1440.22401	a.u.
LUMO level	0.0207	Eh
SMILES	CCOS(C)(=O)=O.C1CCOC1.C1CCOC1.C1CCOC1

Atom-resolved charges from natural (NBO), all expressed in e: number 1, C, carries -0.627; number 2, C, carries -0.078; number 3, O, carries -0.713; number 4, S, carries 2.286; number 5, C, carries -0.861; number 6, O, carries -0.921; number 7, O, carries -0.880; number 8, H, carries 0.213; number 9, H, carries 0.224; number 10, H, carries 0.215; number 11, H, carries 0.181; number 12, H, carries 0.204; number 13, H, carries 0.247; number 14, H, carries 0.260; number 15, H, carries 0.251; number 16, C, carries -0.430; number 17, C, carries -0.432; number 18, C, carries -0.070; number 19, O, carries -0.531; number 20, C, carries -0.072; number 21, H, carries 0.204; number 22, H, carries 0.215; number 23, H, carries 0.205; number 24, H, carries 0.213; number 25, H, carries 0.191; number 26, H, carries 0.156; number 27, H, carries 0.170; number 28, H, carries 0.182; number 29, C, carries -0.432; number 30, C, carries -0.441; number 31, C, carries -0.056; number 32, O, carries -0.534; number 33, C, carries -0.067; number 34, H, carries 0.204; number 35, H, carries 0.214; number 36, H, carries 0.210; number 37, H, carries 0.211; number 38, H, carries 0.162; number 39, H, carries 0.175; number 40, H, carries 0.168; number 41, H, carries 0.184; number 42, C, carries -0.426; number 43, C, carries -0.442; number 44, C, carries -0.067; number 45, O, carries -0.528; number 46, C, carries -0.057; number 47, H, carries 0.209; number 48, H, carries 0.205; number 49, H, carries 0.209; number 50, H, carries 0.212; number 51, H, carries 0.163; number 52, H, carries 0.182; number 53, H, carries 0.150; number 54, H, carries 0.190

2.
Molecular formula: CH7NOS
Method: DFT, ωB97M-V/def2-TZVPD

```
11
Properties=species:S:1:pos:R:3
N -0.542 -2.910 -1.760
C -0.546 -1.627 -2.371
O -0.008 -0.634 -1.478
H 0.407 -3.251 -1.622
H -0.966 -2.816 -0.839
H 0.036 -1.651 -3.285
H -1.589 -1.371 -2.616
H -0.290 0.228 -1.824
S 0.441 2.358 2.684
H -0.067 3.505 2.216
H 1.544 2.963 3.141
```

maximum force	0.62	eV Å⁻¹
ΔE to the lowest compared entry with this formula, charge and spin	5.6	kJ/mol
total charge	0
total energy	-570.45623	a.u.
LUMO level	0.0317	Eh
SMILES	NCO.S

Atom-resolved charges from natural (NBO), all expressed in e: number 1, N, carries -0.827; number 2, C, carries 0.086; number 3, O, carries -0.743; number 4, H, carries 0.360; number 5, H, carries 0.361; number 6, H, carries 0.153; number 7, H, carries 0.147; number 8, H, carries 0.464; number 9, S, carries -0.281; number 10, H, carries 0.140; number 11, H, carries 0.141

3.
Molecular formula: C19H27N3O3
Method: DFT, ωB97M-V/def2-TZVPD

```
52
Properties=species:S:1:pos:R:3
C -4.870 -1.036 0.065
C -4.280 -0.404 1.322
O -2.950 0.049 1.138
C -2.715 1.244 0.529
C -3.698 2.099 0.044
C -3.353 3.312 -0.529
C -2.029 3.692 -0.622
C -1.047 2.843 -0.139
C -1.366 1.623 0.432
C -0.295 0.695 0.937
N -0.112 -0.414 0.006
C 0.498 -0.019 -1.249
C 2.014 0.184 -1.150
N 2.620 -1.038 -0.651
C 4.070 -1.022 -0.707
C 4.701 0.117 0.033
C 5.343 1.259 -0.521
C 5.672 2.003 0.569
O 5.264 1.382 1.678
N 4.664 0.217 1.337
C 2.095 -1.360 0.664
C 0.573 -1.564 0.579
C 0.259 -2.843 -0.215
C -1.223 -2.948 -0.598
O -2.093 -2.744 0.485
H -5.889 -1.355 0.263
H -4.873 -0.331 -0.763
H -4.276 -1.902 -0.214
H -4.913 0.411 1.693
H -4.200 -1.163 2.106
H -4.742 1.837 0.107
H -4.132 3.961 -0.901
H -1.760 4.639 -1.065
H -0.008 3.137 -0.199
H -0.618 0.274 1.893
H 0.629 1.268 1.110
H 0.304 -0.805 -1.981
H 0.019 0.899 -1.596
H 2.235 1.049 -0.499
H 2.418 0.397 -2.143
H 4.427 -1.968 -0.292
H 4.365 -0.964 -1.760
H 5.524 1.471 -1.553
H 6.167 2.946 0.691
H 2.329 -0.572 1.399
H 2.566 -2.284 1.005
H 0.192 -1.698 1.598
H 0.529 -3.696 0.409
H 0.865 -2.876 -1.119
H -1.430 -3.957 -0.967
H -1.449 -2.233 -1.399
H -2.024 -1.811 0.737
```

maximum force	1.12	eV Å⁻¹
ΔE to the lowest compared entry with this formula, charge and spin	448.0	kJ/mol
total charge	0
total energy	-1130.11872	a.u.
LUMO level	0.0283	Eh
SMILES	CCOc1ccccc1CN1CCN(Cc2ccon2)C[C@@H]1CCO

Atom-resolved charges from natural (NBO), all expressed in e: number 1, C, carries -0.649; number 2, C, carries -0.065; number 3, O, carries -0.532; number 4, C, carries 0.394; number 5, C, carries -0.313; number 6, C, carries -0.192; number 7, C, carries -0.245; number 8, C, carries -0.187; number 9, C, carries -0.098; number 10, C, carries -0.239; number 11, N, carries -0.466; number 12, C, carries -0.229; number 13, C, carries -0.248; number 14, N, carries -0.439; number 15, C, carries -0.241; number 16, C, carries 0.120; number 17, C, carries -0.366; number 18, C, carries 0.133; number 19, O, carries -0.262; number 20, N, carries -0.136; number 21, C, carries -0.241; number 22, C, carries -0.050; number 23, C, carries -0.442; number 24, C, carries -0.052; number 25, O, carries -0.745; number 26, H, carries 0.213; number 27, H, carries 0.208; number 28, H, carries 0.240; number 29, H, carries 0.173; number 30, H, carries 0.199; number 31, H, carries 0.216; number 32, H, carries 0.213; number 33, H, carries 0.213; number 34, H, carries 0.209; number 35, H, carries 0.220; number 36, H, carries 0.177; number 37, H, carries 0.200; number 38, H, carries 0.215; number 39, H, carries 0.165; number 40, H, carries 0.202; number 41, H, carries 0.222; number 42, H, carries 0.207; number 43, H, carries 0.236; number 44, H, carries 0.212; number 45, H, carries 0.191; number 46, H, carries 0.206; number 47, H, carries 0.209; number 48, H, carries 0.208; number 49, H, carries 0.217; number 50, H, carries 0.176; number 51, H, carries 0.158; number 52, H, carries 0.487

4.
Molecular formula: C4H12N2O
Method: DFT, ωB97M-V/def2-TZVPD

```
19
Properties=species:S:1:pos:R:3
H -1.847 0.915 -1.186
N -0.888 1.039 -0.812
C -1.045 0.761 0.475
N -0.421 1.095 1.691
C 0.184 -0.066 2.406
C 1.587 -0.333 1.656
C 2.492 0.934 1.978
H -1.964 0.113 0.745
H -0.011 2.083 1.593
H -0.441 -0.897 1.985
H 0.240 0.009 3.508
H 1.960 -1.187 2.216
H 1.640 -0.630 0.555
H 2.512 1.751 1.249
H 2.041 1.329 2.850
H 3.490 0.646 2.244
O -1.861 -2.724 -6.194
H -1.322 -3.208 -5.477
H -1.562 -1.849 -5.971
```

maximum force	4.22	eV Å⁻¹
ΔE to the lowest compared entry with this formula, charge and spin	303.9	kJ/mol
total charge	0
total energy	-344.26929	a.u.
LUMO level	0.0320	Eh
SMILES	[H]/N=C/NCCC.O

Atom-resolved charges from natural (NBO), all expressed in e: number 1, H, carries 0.345; number 2, N, carries -0.698; number 3, C, carries 0.294; number 4, N, carries -0.664; number 5, C, carries -0.216; number 6, C, carries -0.411; number 7, C, carries -0.620; number 8, H, carries 0.106; number 9, H, carries 0.399; number 10, H, carries 0.209; number 11, H, carries 0.217; number 12, H, carries 0.195; number 13, H, carries 0.227; number 14, H, carries 0.214; number 15, H, carries 0.191; number 16, H, carries 0.213; number 17, O, carries -0.925; number 18, H, carries 0.463; number 19, H, carries 0.462

5.
Molecular formula: C7H23N7O4Sn
Method: DFT, ωB97M-V/def2-TZVPD

```
42
Properties=species:S:1:pos:R:3
Sn 0.187 -0.289 0.354
C -2.509 -0.739 4.478
C -1.966 -0.843 3.091
C -2.784 -1.847 2.320
O -2.262 -1.856 0.982
C -2.907 -2.811 0.190
N -1.906 0.471 2.526
H -1.914 -0.162 5.185
H -2.360 -1.752 4.852
H -3.555 -0.461 4.613
H -0.916 -1.135 3.109
H -3.784 -1.458 2.127
H -2.789 -2.868 2.700
H -2.311 -3.044 -0.693
H -3.853 -2.475 -0.234
H -3.128 -3.784 0.629
H -2.863 0.772 2.402
H -1.512 1.108 3.203
C 1.200 -2.707 -2.364
O 0.239 -2.484 -1.654
N 1.937 -1.856 -2.904
N 1.570 -3.974 -2.644
H 1.587 -0.944 -2.648
H 2.845 -1.997 -3.324
H 2.065 -4.176 -3.500
H 1.037 -4.708 -2.200
C 2.452 2.944 0.646
O 2.298 1.730 0.550
N 3.601 3.520 1.043
N 1.564 3.951 0.486
H 3.712 4.517 0.925
H 4.356 2.880 1.247
H 1.764 4.855 0.890
H 0.597 3.712 0.319
C 1.222 1.704 -3.031
O 1.195 0.821 -2.199
N 2.134 1.982 -3.955
N 0.476 2.739 -3.010
H 2.006 2.875 -4.408
H 3.060 1.578 -3.933
H 0.498 3.354 -3.810
H -0.280 2.857 -2.351
```

maximum force	6.11	eV Å⁻¹
total charge	+3
total energy	-1177.99493	a.u.
spin multiplicity	2
LUMO level (spin up / spin down)	-0.4237 / -0.5540	Eh

Atom-resolved charges from natural (NBO), all expressed in e: number 1, Sn, carries 1.670; number 2, C, carries -0.652; number 3, C, carries -0.083; number 4, C, carries -0.073; number 5, O, carries -0.598; number 6, C, carries -0.280; number 7, N, carries -0.845; number 8, H, carries 0.242; number 9, H, carries 0.242; number 10, H, carries 0.249; number 11, H, carries 0.173; number 12, H, carries 0.205; number 13, H, carries 0.228; number 14, H, carries 0.189; number 15, H, carries 0.204; number 16, H, carries 0.208; number 17, H, carries 0.396; number 18, H, carries 0.399; number 19, C, carries 0.676; number 20, O, carries -0.609; number 21, N, carries -0.633; number 22, N, carries -0.266; number 23, H, carries 0.461; number 24, H, carries 0.449; number 25, H, carries 0.443; number 26, H, carries 0.456; number 27, C, carries 0.793; number 28, O, carries -0.762; number 29, N, carries -0.795; number 30, N, carries -0.816; number 31, H, carries 0.417; number 32, H, carries 0.424; number 33, H, carries 0.422; number 34, H, carries 0.389; number 35, C, carries 0.789; number 36, O, carries -0.790; number 37, N, carries -0.793; number 38, N, carries -0.765; number 39, H, carries 0.407; number 40, H, carries 0.416; number 41, H, carries 0.410; number 42, H, carries 0.404